{
  "formula": "C7H21ClN6O5Si",
  "method": "ωB97M-V/def2-TZVPD",
  "total_charge": 0,
  "e_lumo_ev": 0.323,
  "e_homo_ev": -9.19,
  "smiles": "CC(=O)OCC[SiH2]Cl.NC(N)=O.NC(N)=O.NC(N)=O",
  "total_energy_ev": -47179.310,
  "species": ["Cl", "Si", "O", "O", "O", "O", "O", "N", "N", "N", "N", "N", "N", "C", "C", "C", "C", "C", "C", "C", "H", "H", "H", "H", "H", "H", "H", "H", "H", "H", "H", "H", "H", "H", "H", "H", "H", "H", "H", "H", "H"],
  "coordinates": [[1.69302, -1.34820, -1.89190], [1.48628, 0.64764, -1.13966], [1.38739, 3.47398, 1.47538], [-4.09305, -5.80805, -2.74499], [3.45404, -1.04415, 0.87938], [-3.44255, -0.58884, -1.65299], [-1.22699, -0.36386, -0.74341], [2.12841, 5.24716, 2.65124], [-3.35203, -4.03487, -1.56914], [0.42559, 5.48995, 1.18018], [5.20149, -1.97723, 1.95275], [4.52895, -2.79342, -0.04826], [-5.05485, -3.79208, -3.04019], [-4.16227, -4.62076, -2.46903], [4.33839, -1.88466, 0.92508], [-2.61139, 0.12117, -0.83999], [1.31817, 4.66128, 1.75134], [-0.69485, -0.28428, 0.62514], [-3.24098, 1.45224, -0.11978], [0.58284, 0.77234, 0.56630], [-0.20345, 5.08898, 0.49678], [0.35343, 6.47022, 1.39436], [2.86077, 1.16524, -0.95299], [-2.66532, -4.62345, -1.11577], [-3.39380, -3.05887, -1.32858], [-0.22034, -1.33739, 0.92229], [3.90056, -2.75853, -0.84039], [-4.19776, 1.12987, 0.51664], [5.09283, -1.31158, 2.70681], [5.25149, -3.49323, -0.02855], [-2.47879, 2.08816, 0.50031], [1.34171, 0.63227, 1.46491], [-3.67753, 2.14780, -0.98164], [-1.48169, -0.03297, 1.45400], [0.71124, 1.49632, -2.07608], [2.81513, 4.65858, 3.10461], [2.08664, 6.22316, 2.89179], [0.11413, 1.85728, 0.66546], [-5.68389, -4.19306, -3.72360], [5.93605, -2.66232, 2.00820], [-5.12701, -2.81182, -2.82602]],
  "forces_ev_per_a": [[-0.279, 1.021, 0.240], [-0.069, -0.272, 1.197], [0.028, 0.098, 0.014], [-0.028, -0.219, -0.082], [-0.091, 0.181, 0.178], [5.306, 4.423, 5.094], [-4.233, 1.524, 1.407], [1.029, 0.191, 1.005], [0.959, 0.120, 1.066], [-1.148, 0.513, -0.848], [0.736, 0.290, 1.382], [-0.137, -0.733, -1.172], [-1.219, 0.543, -0.880], [0.198, -0.639, -0.026], [-0.538, 0.366, -0.233], [-3.162, -3.842, -4.089], [0.136, -0.613, -0.099], [2.606, -0.195, 1.413], [-0.264, 0.069, -0.391], [-1.548, -0.003, 1.226], [0.262, 0.218, 0.253], [0.018, -0.193, -0.047], [-0.183, -0.069, -0.240], [-0.288, 0.252, -0.228], [0.065, 0.042, -0.168], [-1.335, 2.080, -0.969], [0.180, 0.016, 0.242], [2.391, 0.555, -1.317], [0.068, -0.285, -0.300], [-0.147, 0.159, 0.019], [-1.427, -1.488, -1.106], [-1.719, 0.155, -1.896], [1.121, -1.720, 1.698], [1.287, -0.279, -1.836], [0.169, -0.325, -0.200], [-0.259, 0.255, -0.175], [0.007, -0.199, -0.055], [1.261, -2.188, -0.331], [0.281, 0.172, 0.292], [-0.157, 0.134, -0.025], [0.123, -0.113, -0.011]]
}